Model i:
Formula: C18H25N3O4
Source: the Open Molecules 2025 dataset
Level of theory: wB97M-V/def2-TZVPD

Each line ends with the Mulliken charge.
Geometry (Å):
C1 -6.1348 -1.4833 1.9094  -1.17
C2 -6.4733 -0.8527 0.5639  -0.54
C3 -5.2528 -0.2687 -0.1486  -0.39
C4 -4.2640 -1.3361 -0.6128  -0.62
C5 -3.0999 -0.7283 -1.4031  -1.05
C6 -2.2402 0.1133 -0.4948  0.83
O1 -1.5483 -0.3318 0.4009  -0.76
N1 -2.3424 1.4567 -0.6750  0.02
N2 -1.5327 2.3287 0.0675  -0.61
C7 -0.2531 2.6345 -0.5998  0.33
C8 0.7085 3.2986 0.3723  -1.18
C9 1.7230 2.2212 0.7178  0.55
O2 2.5826 2.2820 1.5531  -0.59
N3 1.4993 1.1465 -0.1256  0.50
C10 2.2616 -0.0541 -0.0870  -0.25
C11 1.6038 -1.2711 -0.0419  -0.43
C12 2.3612 -2.4312 -0.0118  -0.90
C13 3.7386 -2.3732 -0.0084  -0.55
C14 4.3965 -1.1408 -0.0353  0.38
O3 5.7509 -1.1888 -0.0137  -0.39
C15 6.4805 0.0233 0.0316  -0.21
C16 7.9548 -0.3308 0.1471  -1.43
C17 3.6473 0.0289 -0.0883  0.23
C18 0.4559 1.3429 -1.0052  0.12
O4 0.1385 0.6156 -1.9101  -0.60
H1 -7.0431 -1.8045 2.4143  0.37
H2 -5.4925 -2.3508 1.7851  0.32
H3 -5.6234 -0.7655 2.5469  0.29
H4 -6.9440 -1.5992 -0.0802  0.33
H5 -7.1981 -0.0506 0.7231  0.32
H6 -4.7459 0.4283 0.5227  0.25
H7 -5.5950 0.2977 -1.0195  0.24
H8 -3.8530 -1.8637 0.2481  0.31
H9 -4.7826 -2.0611 -1.2438  0.38
H10 -2.4686 -1.5282 -1.7931  0.27
H11 -3.4726 -0.1354 -2.2390  0.37
H12 -2.8136 1.8671 -1.4658  0.22
H13 -1.3352 1.8224 0.9366  0.41
H14 -0.4882 3.2400 -1.4809  0.44
H15 1.2332 4.1425 -0.0771  0.30
H16 0.2117 3.6568 1.2735  0.40
H17 0.5266 -1.3035 -0.0168  0.48
H18 1.8663 -3.3896 0.0193  0.39
H19 4.3373 -3.2695 0.0226  0.44
H20 6.3013 0.6047 -0.8838  0.32
H21 6.1633 0.6209 0.8967  0.36
H22 8.5513 0.5763 0.1813  0.42
H23 8.2608 -0.9288 -0.7069  0.33
H24 8.1274 -0.9065 1.0521  0.32
H25 4.1152 0.9989 -0.1171  0.41

E_LUMO   0.027 Ha
E_HOMO   -8.38 eV
SMILES   CCCCCC(=O)NN[C@H]1CC(=O)N(c2cccc(OCC)c2)C1=O


Model ii:
Formula: C18H25N3O4
Source: the Open Molecules 2025 dataset
Level of theory: wB97M-V/def2-TZVPD

Each line ends with the Mulliken charge.
Geometry (Å):
C1 1.4797 2.5500 0.0095  -0.91
C2 -0.0163 2.7851 0.1652  -0.50
O1 -0.7292 1.5475 0.1989  -0.23
C3 -1.0441 0.9949 -0.9755  -0.10
O2 -0.8281 1.5252 -2.0356  -0.62
C4 -1.7450 -0.3542 -0.8437  2.05
C5 -3.2229 -0.1211 -1.2143  -1.77
C6 -3.9778 0.8106 -0.2696  -0.65
O3 -4.3611 0.1045 0.8890  -0.30
C7 -5.0559 0.9003 1.8106  -0.77
C8 -1.1109 -1.3028 -1.8710  -1.64
C9 0.3384 -1.5965 -1.4976  -0.20
N1 0.3998 -2.2239 -0.1930  0.03
C10 1.7168 -2.7507 0.1380  -1.93
C11 2.7595 -1.6737 0.3204  0.98
C12 2.9547 -1.1250 1.6235  -0.35
C13 3.7812 -0.0733 1.8753  -0.94
C14 4.4590 0.4863 0.7746  0.96
N2 5.2995 1.4980 0.6662  -0.65
O4 5.6244 1.5703 -0.6227  -0.02
N3 5.0303 0.6431 -1.3705  -0.69
C15 4.2829 -0.0690 -0.5466  0.80
C16 3.4251 -1.1636 -0.7607  -0.68
C17 -0.1435 -1.3553 0.8368  0.03
C18 -1.5950 -0.9920 0.5368  -1.37
H1 1.8483 1.9156 0.8135  0.07
H2 1.6830 2.0688 -0.9450  0.27
H3 2.0065 3.4994 0.0407  0.55
H4 -0.2404 3.2715 1.1168  0.36
H5 -0.3929 3.3905 -0.6656  0.38
H6 -3.2573 0.3019 -2.2199  0.44
H7 -3.7412 -1.0808 -1.2205  0.54
H8 -4.8781 1.1937 -0.7776  0.53
H9 -3.3572 1.6775 0.0050  0.32
H10 -5.3048 0.2583 2.6530  0.24
H11 -5.9783 1.3045 1.3738  0.31
H12 -4.4389 1.7389 2.1590  0.29
H13 -1.1414 -0.8473 -2.8615  0.39
H14 -1.6729 -2.2367 -1.8898  0.48
H15 0.7674 -2.2871 -2.2287  0.50
H16 0.9156 -0.6551 -1.5354  0.12
H17 1.6136 -3.3345 1.0571  0.52
H18 2.0114 -3.4254 -0.6701  0.55
H19 2.4183 -1.5824 2.4422  0.38
H20 3.9260 0.3303 2.8639  0.42
H21 3.3163 -1.5722 -1.7520  0.43
H22 -0.1031 -1.8953 1.7870  0.44
H23 0.4444 -0.4296 0.9433  0.08
H24 -1.9628 -0.3219 1.3111  0.36
H25 -2.2029 -1.8971 0.5553  0.48

E_LUMO   -0.018 Ha
E_HOMO   -8.74 eV
SMILES   CCOC(=O)C1(CCOC)CCN(Cc2ccc3nonc3c2)CC1


It turns out model i is the most stable, with the second structure 72.5 kcal/mol higher.


Model i:
Formula: C9H12N2O2S
Source: the Open Molecules 2025 dataset
Level of theory: wB97M-V/def2-TZVPD

Each line ends with the Mulliken charge.
Geometry (Å):
C1 1.5728 -4.7107 -0.0301  -1.17
C2 0.8239 -3.3804 0.0372  0.21
C3 0.1830 -2.3954 0.3337  -0.06
C4 -0.3154 -1.0870 0.2307  0.45
N1 -1.6282 -0.9955 0.3061  -0.52
C5 -2.3052 0.1763 -0.1610  -0.80
C6 -1.6402 1.4996 0.3124  0.49
C7 -2.2773 2.8220 -0.3103  -1.48
C8 -0.1061 1.4197 0.1579  -0.91
C9 0.5406 0.1325 0.0283  0.76
N2 2.0089 -0.0719 -0.0368  -0.48
S1 2.7605 1.3991 -0.1068  0.83
O1 2.7534 2.1383 1.1340  -0.60
O2 2.4891 2.1103 -1.3029  -0.56
H1 2.5389 -4.5889 0.7096  0.24
H2 0.9076 -5.4793 0.3624  0.29
H3 1.8500 -5.0396 -0.9432  0.36
H4 -3.3285 0.0730 0.2455  0.36
H5 -2.3149 0.0178 -1.2911  0.31
H6 -1.9353 1.6120 1.3574  0.18
H7 -3.3393 2.6714 -0.3358  0.39
H8 -1.8387 3.0352 -1.2857  0.41
H9 -2.0188 3.6384 0.3175  0.39
H10 0.4509 1.8655 1.0989  0.44
H11 0.0931 2.1410 -0.7482  0.36
H12 4.0750 0.9968 -0.0799  0.13

E_LUMO (spin up / spin down)   -0.057 / -0.057 Ha
E_HOMO (spin up / spin down)   -9.56 / -9.56 eV
SMILES   CC#CC1=NC[C@H](C)C/C1=N\[SH](=O)=O


Model ii:
Formula: C9H12N2O2S
Source: the Open Molecules 2025 dataset
Level of theory: wB97M-V/def2-TZVPD

Each line ends with the Mulliken charge.
Geometry (Å):
C1 0.7688 0.1139 3.4677  -0.40
C2 -0.4219 -0.5454 3.5713  -0.37
C3 1.3944 0.0710 2.2384  0.03
C4 -0.9486 -1.2495 2.4631  -0.34
C5 0.8310 -0.5843 1.1079  0.29
C6 1.1766 2.0609 -0.9109  -0.77
C7 0.5799 0.8915 -0.9710  -0.06
C8 -1.3607 0.5000 -3.3167  -1.04
C9 -1.4400 0.1017 -1.7700  0.18
N1 -0.3451 -1.1534 1.2693  -0.38
N2 -1.4120 -1.2463 -1.5839  -0.57
O1 3.0798 -0.1752 -0.2860  -0.63
O2 1.3088 -1.7064 -1.2033  -0.70
S1 1.6457 -0.5153 -0.4689  0.95
H1 1.0834 0.8477 4.2364  0.34
H2 -1.0522 -0.4886 4.4756  0.33
H3 2.2276 0.8553 2.1303  0.21
H4 -1.8923 -1.9017 2.4607  0.34
H5 2.2712 2.3195 -0.6601  0.24
H6 0.7042 2.8345 -1.4331  0.33
H7 -2.0314 1.3226 -3.3834  0.32
H8 -0.3568 0.7689 -3.6095  0.28
H9 -1.7442 -0.3776 -3.9256  0.35
H10 -2.0755 0.7418 -1.2522  0.39
H11 -0.7709 -1.8939 -2.0559  0.32
H12 -1.2199 -1.5915 -0.5901  0.36

E_LUMO   0.009 Ha
E_HOMO   -8.40 eV


It turns out model ii is the most stable, with the second structure 15.6 kcal/mol higher.


Model i:
Formula: C2H3BrF2
Source: the Open Molecules 2025 dataset
Level of theory: wB97M-V/def2-TZVPD

Each line ends with the Mulliken charge.
Geometry (Å):
C1 -0.7750 0.2966 -0.0557  -1.11
C2 0.5996 -0.1876 -0.1585  0.74
F1 0.8185 -1.1195 -1.0913  -0.16
F2 0.8892 -1.3161 1.2171  -0.45
Br1 2.0877 0.9097 -0.1659  -0.03
H1 -1.0504 1.0049 -0.8250  0.33
H2 -1.4991 -0.4449 0.1948  0.35
H3 -1.0706 0.8569 0.8845  0.33

E_LUMO   0.014 Ha
E_HOMO   -11.34 eV


Model ii:
Formula: C2H3BrF2
Source: the Open Molecules 2025 dataset
Level of theory: wB97M-V/def2-TZVPD

Each line ends with the Mulliken charge.
Geometry (Å):
C1 0.2893 1.0922 -0.4563  -0.65
C2 -0.1318 -1.1549 0.4213  0.08
F1 -1.4286 -1.2101 0.6062  -0.17
F2 0.4110 -2.0475 -0.4824  -0.21
Br1 -1.2175 2.0645 0.1626  -0.09
H1 1.2364 1.5113 0.0500  0.32
H2 0.3067 0.6567 -1.4909  0.34
H3 0.5344 -0.9122 1.1895  0.39

E_LUMO (spin up / spin down)   0.021 / 0.008 Ha
E_HOMO (spin up / spin down)   -8.45 / -8.51 eV


It turns out model i is the most stable, with the second structure 45.1 kcal/mol higher.


Model i:
Formula: C7H12N3O
Source: the Open Molecules 2025 dataset
Level of theory: wB97M-V/def2-TZVPD

Each line ends with the Mulliken charge.
Geometry (Å):
C1 -2.7913 1.8119 -1.0693  -0.35
C2 -1.8144 1.2765 -1.4940  0.01
N1 -0.7207 0.5961 -1.9567  0.00
C3 0.0425 -0.1094 -1.1746  0.10
N2 -0.1819 -0.2708 0.2018  0.09
C4 0.8950 0.5688 0.8406  -0.47
C5 0.3743 1.0642 2.1864  -0.70
O1 -0.6843 1.9694 1.9923  -0.51
C6 0.0765 -1.7292 0.3319  -0.61
C7 1.0263 -2.0909 -0.8800  -0.48
N3 1.1219 -0.8287 -1.6564  -0.45
H1 -3.6154 2.2338 -0.5385  0.42
H2 -0.4845 0.6210 -2.9463  0.37
H3 1.8119 -0.0186 0.9578  0.43
H4 1.1058 1.4328 0.2073  0.42
H5 1.1741 1.5899 2.7045  0.43
H6 0.0648 0.1951 2.7763  0.28
H7 -1.4339 1.4829 1.6284  0.31
H8 0.4673 -1.8691 1.3370  0.40
H9 -0.8422 -2.2950 0.2144  0.34
H10 0.4231 -2.7454 -1.5019  0.29
H11 1.9714 -2.5313 -0.5912  0.35
H12 2.0137 -0.3539 -1.5697  0.32

E_LUMO   -0.171 Ha
Charge   +1
E_HOMO   -13.86 eV
SMILES   C#CNC1=[N+](CCO)CCN1


Model ii:
Formula: C7H12N3O
Source: the Open Molecules 2025 dataset
Level of theory: wB97M-V/def2-TZVPD

Each line ends with the Mulliken charge.
Geometry (Å):
C1 -1.9591 0.0265 -1.0382  -1.00
C2 -1.3031 0.2748 0.3537  -0.27
N1 -1.0717 1.7519 0.6888  -0.01
C3 0.1871 2.1941 0.0089  -0.69
C4 1.1268 1.0387 0.1121  0.33
C5 0.1105 -0.2099 0.2734  0.07
N2 0.8703 -1.2661 0.1122  0.25
C6 0.4737 -2.7658 0.3018  -0.74
N3 2.1192 -0.8909 0.1195  -0.24
C7 2.3976 0.4978 -0.1585  -0.01
O1 3.4778 0.8919 -0.5337  -0.64
H1 -1.4040 0.8637 -1.7086  0.29
H2 -3.0886 0.2913 -0.9647  0.36
H3 -1.6515 -0.9635 -1.4055  0.34
H4 -1.8897 -0.3223 1.0973  0.40
H5 -0.9001 1.8501 1.7308  0.41
H6 -1.9331 2.0070 0.2688  0.37
H7 0.6749 3.0943 0.5096  0.37
H8 -0.1211 2.5500 -0.9698  0.27
H9 -0.3263 -2.7667 -0.4068  0.27
H10 1.2148 -3.5029 0.0660  0.38
H11 0.2258 -3.0112 1.3451  0.31
H12 2.7697 -1.6328 0.1978  0.16

E_LUMO   -0.122 Ha
Charge   +1
E_HOMO   -11.68 eV
SMILES   C[C@@H]1[NH2+]Cc2c1n(C)[nH]c2=O


It turns out model i is the most stable, with the second structure 13.0 kcal/mol higher.


Model i:
Formula: C5H10N4
Source: the Open Molecules 2025 dataset
Level of theory: wB97M-V/def2-TZVPD

Each line ends with the Mulliken charge.
Geometry (Å):
C1 -0.2681 -1.3421 -1.7189  -1.54
C2 0.3595 -0.6489 -0.5520  0.85
C3 1.8059 -0.4319 -0.3785  -0.42
N1 0.9829 0.7419 -0.6460  -0.72
C4 0.2161 1.1054 0.5934  0.43
N2 -0.2780 2.3986 0.7857  -0.54
N3 0.5246 0.2178 1.7020  -0.75
C5 -0.4512 -0.2240 0.6932  0.30
N4 -1.7746 -0.5464 1.0442  -0.59
H1 0.3596 -1.2278 -2.5992  0.41
H2 -0.3803 -2.4051 -1.5019  0.29
H3 -1.2517 -0.9249 -1.9332  0.30
H4 2.4325 -0.6890 -1.2228  0.29
H5 2.2599 -0.5452 0.5954  0.28
H6 0.4498 3.0336 1.0964  0.27
H7 -0.6894 2.7604 -0.0669  0.29
H8 0.0221 0.5324 2.5261  0.34
H9 -2.4381 -0.2721 0.3294  0.26
H10 -1.8815 -1.5325 1.2535  0.25

E_LUMO   0.034 Ha
E_HOMO   -8.19 eV
SMILES   C[C@@]12CN1[C@]1(N)N[C@@]12N


Model ii:
Formula: C5H10N4
Source: the Open Molecules 2025 dataset
Level of theory: wB97M-V/def2-TZVPD

Each line ends with the Mulliken charge.
Geometry (Å):
H1 -0.4015 0.9825 -2.0590  0.39
N1 -1.4709 1.3632 -1.9363  -0.48
N2 -1.9167 1.0953 -0.8657  0.01
C1 -1.2082 0.6669 0.3453  0.62
C2 -1.9249 -0.5018 0.9703  -1.09
N3 -0.4891 1.5422 0.9205  -0.74
H2 -0.3623 1.3673 1.9160  0.26
H3 -2.9606 -0.2299 1.1767  0.37
H4 -1.4458 -0.7866 1.9063  0.34
H5 -1.9274 -1.3509 0.2870  0.27
C3 0.6325 -0.4384 -2.0714  -0.56
C4 0.8772 -0.7451 -0.9174  0.15
C5 1.6085 -0.9625 0.3410  -0.60
N4 2.3790 0.1912 0.7899  -0.60
H6 0.5781 -0.5806 -3.1213  0.48
H7 0.9107 -1.2407 1.1363  0.24
H8 2.2917 -1.8049 0.1967  0.36
H9 1.7622 0.9919 0.8983  0.31
H10 3.0675 0.4411 0.0871  0.27

E_LUMO   0.027 Ha
E_HOMO   -8.42 eV
SMILES   [H]/N=N\C(C)=N\[H].C#CCN


It turns out model i is the most stable, with the second structure 38.6 kcal/mol higher.


Model i:
Formula: C8H10B2F14O4Sn
Source: the Open Molecules 2025 dataset
Level of theory: wB97M-V/def2-TZVPD

Each line ends with the Mulliken charge.
Geometry (Å):
Sn1 8.1874 3.9342 4.5203  1.52
B1 4.0346 2.4802 0.9246  0.57
F1 4.0387 2.3659 2.2244  -0.33
F2 4.9391 1.6083 0.3767  -0.32
F3 2.7832 2.2205 0.3914  -0.35
F4 4.4246 3.7932 0.5541  -0.35
B2 9.7258 4.9436 -1.1962  0.62
F5 8.7357 5.1854 -2.1532  -0.31
F6 9.5237 5.9269 -0.2564  -0.36
F7 9.4641 3.7285 -0.6564  -0.33
F8 11.0216 4.8982 -1.6222  -0.36
C1 -0.6109 -1.9475 3.6180  -1.13
C2 -1.8786 -1.3184 4.0438  -0.18
O1 -2.9738 -1.5360 3.1665  -0.28
C3 -3.8713 -2.4970 3.3258  0.38
O2 -3.8400 -3.3157 4.2307  -0.54
C4 -5.0317 -2.4890 2.2988  0.87
F9 -6.1255 -2.7225 2.9439  -0.24
F10 -5.1529 -1.2865 1.6711  -0.24
F11 -4.8501 -3.4302 1.4076  -0.24
H1 0.1303 -1.3471 4.1456  0.35
H2 -0.5355 -1.8414 2.5358  0.31
H3 -0.4268 -3.0142 3.7456  0.31
H4 -1.7265 -0.2391 4.0545  0.32
H5 -1.9751 -1.5314 5.1085  0.32
C5 -1.5984 -2.2296 -2.6121  -1.13
C6 -1.9951 -2.0809 -4.1614  -0.21
O3 -3.0912 -1.2248 -4.1242  -0.28
C7 -3.0069 0.1452 -3.9522  0.32
O4 -1.9624 0.7531 -3.8929  -0.50
C8 -4.3687 0.7761 -3.7346  0.87
F12 -4.3694 1.4476 -2.6312  -0.23
F13 -4.5657 1.6050 -4.7755  -0.25
F14 -5.4002 -0.1312 -3.6864  -0.25
H6 -2.3582 -2.7753 -2.0526  0.27
H7 -1.3879 -1.2582 -2.1647  0.35
H8 -0.6619 -2.7707 -2.4767  0.40
H9 -2.1425 -3.1144 -4.4749  0.32
H10 -1.1016 -1.7105 -4.6640  0.30

E_LUMO   -0.303 Ha
E_HOMO   -10.62 eV


Model ii:
Formula: C8H10B2F14O4Sn
Source: the Open Molecules 2025 dataset
Level of theory: wB97M-V/def2-TZVPD

Each line ends with the Mulliken charge.
Geometry (Å):
Sn1 -0.5137 -1.9540 4.0186  1.63
B1 2.7413 -0.3676 4.7120  0.62
F1 2.4428 -1.7335 4.8543  -0.41
F2 3.8717 -0.2201 3.9452  -0.35
F3 1.6629 0.2241 3.9636  -0.33
F4 2.8032 0.2019 5.9846  -0.35
B2 0.6049 -1.1784 1.0375  0.48
F5 0.8997 -0.5660 -0.1871  -0.38
F6 1.8143 -1.6361 1.5935  -0.34
F7 -0.1355 -0.2690 1.7921  -0.23
F8 -0.1647 -2.3261 0.8258  -0.35
C1 1.8163 -3.6456 -3.1695  -1.22
C2 0.8707 -4.0274 -2.0551  -0.23
O1 -0.1285 -2.9937 -2.0245  -0.21
C3 -1.3936 -3.2890 -1.9072  0.29
O2 -1.8818 -4.3763 -1.7351  -0.59
C4 -2.3059 -2.0531 -1.9623  1.05
F9 -2.7722 -1.8177 -0.7256  -0.26
F10 -1.6622 -0.9789 -2.3791  -0.22
F11 -3.3866 -2.3301 -2.6964  -0.27
H1 2.3173 -2.6942 -2.9931  0.30
H2 1.4268 -3.5804 -4.1867  0.33
H3 2.5440 -4.4577 -3.2628  0.41
H4 1.3617 -4.1522 -1.0923  0.27
H5 0.4574 -5.0052 -2.3070  0.35
C5 -0.1119 5.9230 0.2269  -1.12
C6 0.1604 4.6289 -0.4932  -0.20
O3 -1.0832 3.8655 -0.5444  -0.31
C7 -1.2318 2.8825 0.3072  0.36
O4 -0.4574 2.4919 1.1339  -0.47
C8 -2.5327 2.1205 -0.0152  0.91
F12 -3.5216 2.9766 -0.2897  -0.26
F13 -2.4393 1.2583 -1.0182  -0.23
F14 -2.8766 1.4248 1.0860  -0.25
H6 0.0564 5.7897 1.2948  0.30
H7 -1.1165 6.3006 0.0412  0.31
H8 0.5447 6.7002 -0.1680  0.37
H9 0.9637 4.0416 -0.0577  0.30
H10 0.3555 4.8219 -1.5469  0.31

E_LUMO   -0.190 Ha
E_HOMO   -10.83 eV


It turns out model ii is the most stable, with the second structure 188.8 kcal/mol higher.